1.
Density functional theory data (ωB97M-V/def2-TZVPD) for a structure of composition C28H16Cl5F5LuN3O10PS.

Calculated values
Charge: -1

```
70
C28H16Cl5F5LuN3O10PS (ωB97M-V/def2-TZVPD)
Lu 0.111 0.112 0.559
Cl -0.130 4.236 6.369
Cl 2.638 2.965 6.977
Cl 2.358 0.368 2.210
Cl 3.908 1.004 4.914
Cl -1.583 3.628 3.672
S -2.727 0.249 1.256
P 2.473 -0.139 -0.972
F -5.147 -3.463 3.793
F -0.531 -2.853 4.623
F -5.102 -1.447 1.995
F -0.438 -0.878 2.758
F -2.887 -4.170 5.155
O -1.383 -5.566 -3.042
O 1.651 -3.743 -0.312
O 1.089 -1.807 0.645
O 3.561 -1.300 -0.688
O -2.908 0.595 -2.338
O 3.214 0.667 -2.218
O 0.951 2.153 -0.579
O 1.291 -0.810 -1.900
O 0.531 -5.404 -1.947
O -0.092 1.749 1.957
N -2.352 -1.913 -1.248
N -1.245 -1.747 -0.530
N -0.928 1.100 -1.274
C 0.478 2.024 3.064
C -1.645 -1.499 3.042
C 4.212 1.595 -1.852
C -0.482 -2.816 -0.743
C -2.001 1.366 -2.086
C 1.818 2.597 5.513
C -4.001 -2.801 3.556
C -0.988 5.279 -3.272
C -0.089 2.153 -1.255
C -2.624 3.511 -3.462
C 2.391 1.726 4.588
C -2.784 -1.056 2.344
C 0.581 3.175 5.227
C 1.734 1.451 3.407
C -1.829 2.748 -2.637
C 1.155 -0.767 -3.317
C 4.175 -2.163 -1.632
C -2.323 -3.054 -1.940
C -1.124 -3.695 -1.648
C -1.654 -2.514 3.976
C -0.071 2.903 4.036
C -0.622 3.235 -2.129
C -2.847 -3.179 4.245
C -0.180 4.500 -2.448
C -2.191 4.800 -3.766
C -3.971 -1.767 2.642
C -0.674 -4.972 -2.261
C 0.868 -2.814 -0.087
H 4.761 -2.874 -1.053
H 1.023 -4.809 -1.284
H 3.762 2.499 -1.441
H 4.759 1.838 -2.762
H 0.180 -0.329 -3.540
H 0.753 4.882 -2.063
H 1.188 -1.788 -3.702
H -3.118 -3.369 -2.586
H -0.671 6.280 -3.526
H -3.550 3.119 -3.852
H -3.005 -1.132 -1.331
H 4.904 1.172 -1.120
H -2.809 5.434 -4.385
H 1.940 -0.170 -3.776
H 3.423 -2.703 -2.207
H 4.827 -1.606 -2.310
```

These are the Mulliken partial charges, in e, on atoms 1 to 6: 1.394 -0.212 -0.223 -0.245 -0.220 -0.187

***

2.
Density functional theory data (ωB97M-V/def2-TZVPD) for a structure of composition C28H17Cl2I2N6O4RhS.

```
61
C28H17Cl2I2N6O4RhS (ωB97M-V/def2-TZVPD)
I -1.753 -3.538 3.703
I -6.778 -0.318 3.296
Rh -0.185 0.190 0.481
Cl 2.084 -4.897 -3.503
Cl 4.321 -1.926 0.390
S 0.324 1.782 3.432
O 0.454 3.165 3.779
O 1.669 -0.580 0.468
O -0.837 -1.265 1.672
O -0.848 1.048 3.815
N 0.382 1.623 1.801
N 5.194 -1.214 4.900
N -2.102 0.829 0.654
N -0.453 -1.145 -1.048
N 1.923 3.352 1.124
N 0.736 1.882 -0.329
C 1.757 -0.479 3.824
C -3.986 2.247 0.433
C -4.791 -0.602 2.726
C 4.003 0.882 4.741
C 1.053 2.369 0.912
C -4.149 0.292 1.837
C 4.033 -0.508 4.617
C 2.897 -1.179 4.153
C 0.732 -2.913 -2.202
C -2.767 -1.925 2.886
C -1.532 -1.398 -1.747
C 2.945 -2.278 -0.592
C 2.495 3.853 0.041
C 1.744 0.907 3.955
C 3.020 -3.303 -1.545
C 2.267 3.393 -1.255
C -4.105 -1.677 3.230
C -0.442 -3.158 -2.947
C -2.809 0.020 1.497
C 1.948 -3.619 -2.334
C -1.563 -2.411 -2.720
C 1.365 2.357 -1.391
C 1.787 -1.538 -0.403
C -4.723 1.449 1.264
C 0.681 -1.883 -1.241
C -2.082 -1.092 2.020
C 2.864 1.590 4.403
C -2.656 1.906 0.149
H -4.596 -2.354 3.915
H 4.883 1.408 5.093
H 3.205 4.655 0.215
H 3.947 -3.849 -1.649
H 2.832 2.669 4.480
H 5.078 -2.194 5.093
H 5.849 -0.762 5.515
H -2.475 -2.586 -3.272
H -2.403 -0.790 -1.536
H 2.781 3.812 -2.106
H -4.408 3.142 -0.001
H -0.441 -3.944 -3.690
H 2.920 -2.257 4.040
H 1.131 1.905 -2.347
H -2.032 2.518 -0.489
H 0.880 -0.996 3.452
H -5.748 1.702 1.499
```

These are the Mulliken partial charges, in e, on atoms 1 to 6: 0.019 0.056 0.402 -0.273 -0.212 1.016

***

Calculated values (eV) of HOMO-LUMO gap for the records, taken in order: 6.51 7.24.
Calculated values (eV) of energy above the lowest of the compared OMol25 structures with the same formula, charge and spin for the records, taken in order: 0.472 0.220.